DFT (ωB97M-V/def2-TZVPD) results for C2H7ClNOP in the gas phase at a distorted geometry.

Atoms and positions in Å:
C (1.19002, 1.77638, -0.05478)
N (0.75163, 0.51379, -0.54597)
P (-0.44492, -0.28997, 0.10467)
C (-0.52946, -1.93066, -0.62819)
O (-0.57223, -0.67691, 1.63295)
Cl (-2.14760, 0.72081, -0.31859)
H (1.63756, 1.65852, 0.92669)
H (0.36326, 2.44518, -0.01365)
H (1.98378, 2.19521, -0.74069)
H (-1.44464, -2.41883, -0.46773)
H (-0.51172, -1.77952, -1.70919)
H (0.44553, -2.31076, -0.42742)
H (-0.72120, 0.09676, 2.24191)

Calculated values
Lowest unoccupied orbital energy ... 0.459 eV
Structure (SMILES) ... CN=[P@@](C)(O)Cl
Gap between HOMO and LUMO ... 8.97 eV

=====

DFT (ωB97M-V/def2-TZVPD) results for 2 unconnected molecules or ions with the total composition C2H7ClNP at a distorted geometry.

Atoms and positions in Å:
C (-0.04172, -1.20963, 0.68128)
C (0.66719, 1.06002, -0.11286)
N (0.00287, 0.21137, 0.87669)
P (-2.69571, 0.94164, 0.26646)
Cl (-3.45767, -0.85396, -0.18338)
H (-0.12798, -1.43616, -0.41074)
H (0.67101, -1.53063, 1.36537)
H (-1.03385, -1.35971, 1.22001)
H (0.55102, 0.74267, -1.10101)
H (0.47267, 2.01315, 0.19336)
H (1.69003, 0.90028, 0.15958)
H (-2.41640, 1.35975, -0.97338)

Calculated values
Lowest unoccupied orbital energy (alpha / beta) ... -0.763 / 0.305 eV
Gap between HOMO and LUMO (alpha / beta) ... 8.08 / 8.47 eV

=====

DFT (ωB97M-V/def2-TZVPD) results for a molecular structure, C2H7ClSi2 at a distorted geometry.

Atoms and positions in Å:
C (-1.20292, -0.85211, -0.37757)
C (0.89656, 0.78234, 0.36530)
Si (-0.56431, -0.12558, 1.32854)
Si (0.35422, 0.36065, -1.32921)
Cl (1.73525, -1.06651, -1.81027)
H (-1.23759, -1.92031, -0.65522)
H (-2.11938, -0.39609, -0.68347)
H (1.03740, 1.80209, 0.83075)
H (1.95571, 0.54186, 0.49212)
H (-1.22108, 0.95044, 2.11921)
H (0.16867, -1.05788, 2.30924)
H (0.19746, 0.98109, -2.58942)

Calculated values
Lowest unoccupied orbital energy ... 0.622 eV
Gap between HOMO and LUMO ... 10.08 eV

=====

DFT (ωB97M-V/def2-TZVPD) results for a gas-phase ion, C2H7FN3 (charge +1) at a distorted geometry.

Atoms and positions in Å:
N (-0.75709, 1.11317, 0.43587)
C (-0.64068, -0.09206, -0.05326)
C (-2.02858, -0.78230, -0.36160)
F (-3.00774, -0.01049, 0.14591)
N (0.39210, -0.85216, -0.35174)
N (1.66207, -0.21804, -0.03353)
H (-1.67186, 1.33294, 0.74956)
H (0.02768, 1.73494, 0.48161)
H (-2.07001, -1.84574, 0.09479)
H (-2.15012, -0.69231, -1.45084)
H (2.41246, -0.92862, -0.38782)
H (1.67854, 0.76840, -0.33928)
H (1.70385, 0.02743, 1.00185)

Calculated values
Lowest unoccupied orbital energy ... -4.151 eV
Structure (SMILES) ... N/C(CF)=N\[NH3+]
Gap between HOMO and LUMO ... 10.72 eV
Total charge ... +1

=====

DFT (ωB97M-V/def2-TZVPD) results for C2H7FN4 in the gas phase at a distorted geometry.

Atoms and positions in Å:
C (-2.78788, -0.29977, -0.50493)
N (-1.66204, -0.47822, 0.51125)
N (-0.54457, 0.09113, 0.02185)
N (0.54541, 0.14911, 0.68371)
N (1.43630, 0.70082, -0.13389)
C (2.78532, 0.36657, 0.23103)
F (3.24894, -0.85494, -0.23900)
H (-2.70321, -1.18616, -1.18578)
H (-3.65705, -0.38681, 0.16944)
H (-2.50550, 0.72644, -0.96380)
H (-1.79630, -0.98043, 1.43438)
H (1.13084, 0.69513, -1.19728)
H (2.92129, 0.39552, 1.32691)
H (3.58847, 1.06160, -0.15390)

Calculated values
Lowest unoccupied orbital energy ... 1.214 eV
Structure (SMILES) ... CN/N=N/NCF
Gap between HOMO and LUMO ... 9.09 eV

=====

DFT (ωB97M-V/def2-TZVPD) results for 2 unconnected molecules or ions with the total composition C2H7FNOP at a distorted geometry.

Atoms and positions in Å:
N (1.65225, -1.32507, 0.21595)
P (2.71547, 0.02951, -0.09569)
O (2.16815, 0.38202, -1.48719)
F (1.76439, 0.98817, 0.77594)
H (1.36470, -1.26748, 1.17258)
H (2.27751, -2.18554, 0.13103)
H (2.55191, 1.11448, -2.07732)
C (-2.98881, 0.69583, 0.03199)
C (-1.97479, -0.00529, 0.46574)
H (-3.20570, 1.58953, 0.46239)
H (-3.36343, 0.64379, -0.92655)
H (-1.39029, 0.16794, 1.33054)
H (-1.57135, -0.82788, 0.00059)

Calculated values
Lowest unoccupied orbital energy ... 0.710 eV
Structure (SMILES) ... NP(O)F.C=C
Gap between HOMO and LUMO ... 10.02 eV

=====

Calculated values (eV) of electronic energy for the records, taken in order: -27537.1740, -25485.2519, -30464.9172, -9366.8548, -10861.9008, -17731.5675.
Calculated values (eV) of relative energy (zero: lowest compared OMol25 entry of this formula, charge and spin) for the records, taken in order: 0.986, 3.058, 0.785, 0.000, 1.449, 1.988.